Formula: C31H45CeClF5PS
Source: OMol25
Level of theory: ωB97M-V with the def2-TZVPD basis set

multiplicity = 2
LUMO level (alpha / beta) = 2.42 / 2.42 eV
ΔE to the lowest compared entry with this formula, charge and spin = 215.43 kJ/mol
total charge = -1
E_HOMO (alpha / beta) = -2.168 / -2.257 eV
orbital gap (alpha / beta) = 4.59 / 4.67 eV
F_max = 3.5 eV Å⁻¹
⟨S²⟩ = 0.75

Last column: Mulliken spin population.
Positions of all 85 atoms, in Å:
Ce -0.291 0.065 1.390  0.973
Cl -2.774 0.344 1.597  -0.007
P -0.279 0.231 -1.184  0.007
C -1.100 1.424 4.096  0.021
H -0.299 2.085 3.745  0.008
H -2.016 1.894 4.464  -0.002
C 1.134 -0.707 -1.834  0.012
C -0.251 2.045 -1.480  0.011
C 2.514 -0.086 -1.561  0.016
H 1.096 -1.667 -1.289  -0.001
C 3.618 -1.035 -2.059  0.000
H 2.589 0.884 -2.073  0.002
H 2.655 0.115 -0.489  -0.011
C 3.444 -1.379 -3.542  0.000
H 4.598 -0.578 -1.882  0.000
H 3.583 -1.961 -1.467  0.000
C 2.044 -1.938 -3.813  0.001
H 3.589 -0.471 -4.142  0.000
H 4.210 -2.096 -3.860  0.000
C 0.960 -0.972 -3.320  0.001
H 1.906 -2.128 -4.884  0.000
H 1.928 -2.903 -3.299  0.000
H 1.054 -0.019 -3.861  0.000
H -0.030 -1.377 -3.549  0.000
C -1.840 -0.492 -1.832  0.001
C 0.159 2.404 -2.905  0.003
H -1.316 2.301 -1.345  0.004
C -0.156 3.886 -3.156  0.000
H 1.237 2.242 -3.036  0.001
H -0.350 1.780 -3.648  0.000
C 0.589 4.782 -2.158  0.000
H 0.113 4.152 -4.184  0.000
H -1.240 4.047 -3.055  0.000
C 0.290 4.377 -0.711  -0.001
H 1.669 4.691 -2.341  0.000
H 0.328 5.832 -2.321  0.000
C 0.561 2.878 -0.472  -0.017
H 0.887 4.975 -0.014  0.000
H -0.766 4.581 -0.487  0.000
H 1.634 2.674 -0.609  -0.001
H 0.315 2.618 0.575  0.019
C -1.953 -2.025 -1.945  0.002
H -2.599 -0.173 -1.094  0.000
C -3.385 -2.387 -2.367  0.000
H -1.248 -2.399 -2.700  0.000
H -1.710 -2.525 -1.001  -0.001
C -3.783 -1.700 -3.677  0.000
H -3.478 -3.474 -2.461  0.000
H -4.074 -2.071 -1.571  0.000
C -3.591 -0.182 -3.589  0.000
H -3.162 -2.095 -4.493  0.000
H -4.823 -1.936 -3.927  0.000
C -2.165 0.171 -3.160  0.000
H -3.814 0.291 -4.552  0.000
H -4.295 0.235 -2.854  0.000
H -1.462 -0.174 -3.932  0.000
H -2.063 1.260 -3.086  0.000
C -0.231 -1.962 1.034  -0.027
C -0.961 0.086 4.087  -0.005
H -0.115 -2.435 0.060  -0.002
C -1.998 -0.890 4.551  -0.003
H -0.010 -0.370 3.721  -0.003
C -1.535 -2.353 4.440  0.000
H -2.282 -0.664 5.591  0.000
H -2.901 -0.759 3.932  0.001
C -1.535 -2.885 2.999  -0.002
H -0.533 -2.449 4.879  0.000
H -2.208 -2.975 5.044  0.000
C -0.178 -2.738 2.257  0.005
H -1.772 -3.954 3.014  0.000
H -2.327 -2.390 2.419  0.000
H 0.590 -2.359 2.951  -0.002
H 0.161 -3.727 1.940  -0.002
F 2.520 0.906 7.686  0.000
C 2.486 0.651 6.362  0.000
C 2.337 1.700 5.451  0.000
F 2.225 2.971 5.898  0.000
C 2.302 1.426 4.086  0.000
F 2.158 2.459 3.199  0.000
C 2.406 0.108 3.580  0.003
S 2.350 -0.237 1.889  -0.004
C 2.574 -0.923 4.538  -0.001
F 2.710 -2.209 4.106  0.000
C 2.610 -0.663 5.905  0.001
F 2.766 -1.677 6.787  0.000

Force components x, y, z for each atom (eV/Å):
0.773 1.161 3.233
-2.976 0.598 -0.415
0.305 -0.750 -0.530
0.464 -0.677 0.228
-0.322 -0.193 0.199
0.258 -0.177 -0.241
0.105 0.064 -0.841
-0.106 -0.417 -0.928
0.006 -0.082 0.160
-0.136 0.352 -0.047
-0.104 0.114 -0.004
0.068 -0.150 -0.035
-0.070 -0.081 -0.383
-0.083 0.003 0.090
-0.078 -0.074 -0.014
-0.018 0.173 -0.031
-0.025 0.090 -0.176
-0.021 -0.061 0.029
-0.045 0.058 0.028
0.641 -0.394 -0.611
0.081 -0.039 0.058
0.002 0.123 -0.035
-0.006 -0.142 -0.039
0.448 0.095 0.055
-0.082 0.442 -0.364
-0.105 0.847 -0.324
0.126 0.022 0.004
0.211 0.011 -0.158
-0.123 0.006 0.063
0.252 0.241 0.225
-0.020 -0.124 -0.025
-0.033 0.080 0.083
0.122 -0.047 -0.013
0.026 -0.191 0.050
-0.099 0.005 0.023
0.021 -0.067 0.034
-0.008 -0.008 0.055
-0.066 -0.061 -0.077
0.099 -0.018 -0.014
-0.192 -0.021 0.104
0.097 0.196 -0.423
-0.041 -0.046 0.028
0.293 -0.048 -0.116
0.079 0.179 -0.011
-0.210 -0.047 0.129
-0.045 0.345 -0.091
-0.023 0.038 0.058
0.002 0.089 0.006
0.100 -0.067 -0.074
-0.019 -0.017 -0.121
-0.027 0.040 0.047
0.076 0.018 -0.009
-0.889 -0.122 -0.522
-0.067 -0.056 0.030
0.079 -0.073 -0.074
-0.206 0.184 0.084
-0.238 -0.274 -0.039
-0.090 0.117 -3.132
0.474 0.798 0.641
0.062 -0.611 0.256
-0.286 -0.386 0.162
-0.650 0.385 0.934
-0.413 0.040 0.098
0.133 0.014 -0.218
0.234 0.013 0.238
0.164 -0.368 0.296
-0.062 -0.078 0.003
0.075 0.140 0.043
-0.249 -0.871 0.574
-0.162 0.027 0.108
0.238 -0.110 0.113
-0.013 -0.087 0.234
0.196 -0.218 0.527
-0.020 -0.020 -0.234
0.014 0.012 -0.174
-0.021 -0.137 -0.235
0.040 -0.482 -0.080
0.086 -0.349 -0.077
0.059 -0.605 0.858
0.343 0.450 0.666
1.705 -0.245 0.379
0.033 0.020 -0.314
-0.029 1.027 0.607
-0.047 -0.026 -0.310
-0.066 0.501 -0.278


Formula: C31H45ClF6N5OSSi
Source: OMol25
Level of theory: ωB97M-V with the def2-TZVPD basis set

LUMO level = -3.55 eV
total charge = +1
E_HOMO = -11.134 eV
orbital gap = 7.59 eV
F_max = 1.8 eV Å⁻¹

Last column: Löwdin charge in e.
Positions of all 91 atoms, in Å:
C -0.877 -0.180 2.055  0.025
C -1.955 0.198 1.264  -0.131
N -1.688 0.630 -0.030  0.001
C -0.836 -0.238 -0.743  -0.363
N 0.361 0.173 -1.000  0.190
C 1.367 -0.506 -1.802  -0.148
C 1.334 -0.097 -3.298  -0.159
C 2.621 0.640 -3.679  -0.206
C 2.755 2.037 -3.063  -0.220
C 1.695 3.015 -3.573  -0.257
C 1.837 4.370 -2.856  -0.105
N -1.300 -1.442 -1.231  -0.253
S -0.603 -2.700 -0.206  0.954
C -2.805 -1.584 -1.221  -0.343
C -3.147 -2.713 -2.192  -0.149
O -3.423 -3.879 -1.377  0.003
C -3.375 -5.066 -2.018  -0.722
F -3.620 -4.967 -3.329  0.174
F -4.276 -5.879 -1.480  0.190
F -2.169 -5.642 -1.871  0.155
C -3.591 -0.283 -1.443  -0.632
Cl -3.759 0.026 -3.238  0.730
Si -5.433 -0.488 -0.830  0.533
C -5.565 -0.524 1.047  -0.160
C -6.554 0.818 -1.588  -0.166
C -6.149 -2.131 -1.392  -0.160
C -2.838 0.969 -0.905  -0.310
C -3.699 2.060 -0.283  -0.137
C -2.831 3.311 -0.002  -0.090
C -2.384 4.002 -1.250  -0.208
F -1.078 4.357 -1.290  0.069
C -3.148 4.287 -2.302  -0.315
F -4.453 4.459 -2.177  0.153
F -2.743 4.381 -3.545  0.172
H -0.144 0.596 2.267  0.057
H -0.722 -1.182 2.430  0.050
H -2.951 0.296 1.687  0.112
H 0.617 1.076 -0.618  0.182
H 1.298 -1.585 -1.744  0.086
H 2.337 -0.233 -1.393  0.089
H 1.322 -1.016 -3.885  0.112
H 0.435 0.468 -3.541  0.104
H 2.763 0.667 -4.760  0.118
H 3.444 0.034 -3.284  0.110
H 2.710 1.957 -1.971  0.105
H 3.735 2.438 -3.322  0.118
H 1.814 3.127 -4.651  0.114
H 0.688 2.658 -3.342  0.087
H 2.881 4.650 -2.725  0.074
H 1.302 5.137 -3.411  0.074
H 1.402 4.276 -1.861  0.054
H -0.093 -3.521 -1.144  -0.090
H -3.074 -1.950 -0.224  0.122
H -4.019 -2.522 -2.801  0.082
H -2.271 -2.934 -2.801  0.141
H -4.735 -1.047 1.524  0.027
H -5.748 0.454 1.489  0.034
H -6.455 -1.123 1.255  0.046
H -6.015 1.474 -2.269  0.010
H -6.961 1.436 -0.785  0.043
H -7.381 0.357 -2.123  0.043
H -6.081 -2.255 -2.473  0.044
H -7.217 -2.052 -1.179  0.050
H -5.742 -2.994 -0.869  0.040
H -2.384 1.448 -1.776  0.114
H -4.443 2.392 -1.002  0.101
H -4.141 1.787 0.672  0.102
H -3.488 4.000 0.542  0.135
H -1.999 3.114 0.668  0.121
N 3.666 -0.388 0.645  0.037
C 4.874 -0.903 0.414  -0.152
C 5.737 -1.315 1.417  -0.056
C 5.327 -1.183 2.735  -0.062
C 4.076 -0.649 2.993  -0.056
C 3.288 -0.270 1.919  -0.154
H 5.160 -0.986 -0.629  0.102
H 6.705 -1.726 1.170  0.106
H 5.965 -1.487 3.550  0.072
H 3.723 -0.529 4.008  0.103
H 2.301 0.150 2.080  0.081
N 6.408 -0.599 5.872  0.048
C 7.625 -1.101 5.664  -0.161
C 8.477 -1.507 6.679  -0.065
C 8.043 -1.385 7.989  -0.072
C 6.781 -0.865 8.226  -0.067
C 6.008 -0.490 7.138  -0.151
H 7.933 -1.179 4.626  0.097
H 9.453 -1.909 6.448  0.105
H 8.677 -1.690 8.811  0.109
H 6.403 -0.750 9.232  0.104
H 5.015 -0.079 7.284  0.103

Force components x, y, z for each atom (eV/Å):
-0.292 0.597 -0.616
0.892 -0.814 0.979
-0.915 0.889 -0.074
0.596 0.362 0.014
-0.144 -0.227 -0.046
0.553 0.147 -0.997
0.376 -0.232 -0.078
0.274 0.093 0.550
-0.496 -0.286 -0.560
0.490 0.401 0.750
-0.185 -0.459 -0.204
-0.296 0.061 1.089
0.316 -0.221 -0.231
-0.139 0.009 0.119
0.297 -0.622 0.515
-0.106 0.128 -0.250
-0.132 -0.194 0.312
0.041 0.045 -0.005
0.046 0.006 0.015
0.042 0.076 -0.151
0.087 0.061 -0.243
0.058 -0.043 -0.013
-0.762 -0.435 -0.111
-0.101 -0.078 -0.314
0.514 0.228 0.370
0.197 0.343 -0.126
-0.013 0.580 -0.226
1.233 0.686 0.168
-1.209 0.854 0.255
0.219 0.214 0.035
0.180 -0.779 -0.413
0.252 -0.219 0.456
-0.169 -0.660 -0.294
0.063 0.759 0.022
1.019 -0.604 -1.314
-0.873 0.418 1.525
-0.485 -1.218 -0.847
-0.041 -0.043 0.180
-0.349 0.024 0.436
-0.103 -0.015 0.339
-0.282 0.006 -0.035
-0.036 0.010 -0.014
-0.192 0.108 -0.050
0.059 -0.064 -0.175
0.066 0.094 0.045
0.077 -0.001 0.154
-0.168 -0.023 -0.058
-0.061 -0.164 -0.330
0.031 0.120 -0.188
0.053 0.185 0.175
-0.006 0.203 0.043
-0.161 0.122 -0.173
-0.035 0.091 0.050
0.094 0.193 -0.127
-0.116 0.205 -0.276
0.038 0.127 0.143
0.241 0.017 0.132
-0.023 -0.009 0.004
-0.136 0.018 -0.114
-0.097 0.055 -0.054
0.009 -0.046 -0.043
0.056 -0.144 0.001
-0.003 -0.076 0.157
-0.030 -0.112 -0.095
0.070 -0.077 -0.038
-0.343 -0.414 0.143
-0.311 -0.269 -0.187
0.118 -0.009 0.159
0.223 -0.010 -0.217
-0.047 0.021 0.020
-0.040 0.035 -0.090
-0.063 0.019 0.021
0.075 -0.066 -0.063
-0.044 0.004 -0.013
-0.019 0.002 -0.061
0.046 -0.017 0.014
-0.001 0.002 -0.024
-0.037 0.030 0.051
0.026 0.022 0.011
0.009 -0.002 0.052
0.078 -0.103 0.072
-0.057 0.045 -0.038
-0.004 0.006 0.009
0.021 -0.010 0.032
0.022 -0.001 -0.018
-0.086 0.045 -0.066
0.064 -0.007 0.018
0.002 0.006 -0.018
0.001 -0.001 0.001
-0.019 0.006 -0.004
0.006 0.000 0.051